Entry 1:
This record from the OMol25 dataset describes 6 unconnected molecules or ions with the total composition C38H74BBrN4O22PSi in a non-equilibrium geometry. The level of theory is ωB97M-V/def2-TZVPD.

Each line ends with the Löwdin charge.
Cartesian coordinates (Å):
O 2.72 2.23 -6.17  -0.003
C -14.20 3.60 -5.56  -0.042
H -11.43 -0.26 -4.61  0.094
C -1.07 -0.82 -2.05  -0.247
H -14.92 3.51 -4.74  0.098
H 2.71 -2.60 4.72  0.139
C 3.08 -1.58 4.48  -0.237
H -5.41 -0.48 -1.74  0.082
H -7.70 -3.40 -4.89  0.097
H 6.13 3.29 -0.66  0.105
H -1.47 -0.12 -2.81  0.123
N 4.77 1.62 1.48  0.082
H 2.50 -0.61 -9.26  0.096
C 0.37 -1.29 -2.49  -0.056
H -12.22 -1.54 -1.82  0.095
O -9.58 -3.87 -4.12  0.006
C 1.19 4.95 4.05  0.024
C -4.47 -1.18 0.07  -0.270
H 3.64 -0.90 -0.23  0.083
O -3.53 -0.09 -0.14  -0.221
H -2.11 0.10 2.67  0.110
H 1.45 5.99 4.31  0.094
C 3.23 0.04 2.46  -0.038
O 1.72 0.25 -5.73  0.112
C 4.70 -0.89 -0.59  -0.131
H 0.18 4.94 3.60  0.083
O -10.92 -2.67 -2.93  -0.006
H -4.13 -2.15 -0.35  0.112
C 2.29 1.00 -6.47  -0.612
C -11.14 -1.67 -1.93  -0.044
O -1.83 -1.90 0.65  -0.284
H -12.23 -1.52 -5.56  0.100
C 5.71 -1.42 0.46  -0.673
O 3.34 5.01 3.09  0.154
C -1.47 0.47 1.83  -0.177
H 5.73 2.46 -5.31  0.088
C 2.28 4.50 3.02  -0.426
H 0.95 2.98 -0.98  0.091
H -1.55 1.57 1.71  0.085
H 4.72 -1.61 -1.44  0.092
H -14.66 4.17 -6.36  0.094
H 4.97 0.10 -1.03  0.067
Si 3.29 0.04 6.46  0.465
H 5.94 3.48 -6.73  0.099
C 2.12 1.09 7.54  -0.161
H 0.32 1.99 3.01  0.107
H -10.73 -1.99 -0.97  0.099
H -0.17 3.17 0.45  0.067
H 2.69 -1.32 -7.65  0.098
H 3.20 -2.08 7.69  0.052
C 0.11 -7.17 7.87  -0.037
C 2.79 -1.33 2.96  -0.082
C -8.25 -4.25 -4.48  -0.042
N 3.99 2.69 1.48  0.265
C 2.30 1.14 2.46  0.002
H 2.95 1.96 -4.12  0.092
C 2.45 2.62 -4.83  -0.051
H 4.29 1.69 4.78  0.017
H 11.15 0.56 -4.91  0.096
H -6.50 -1.61 -0.79  0.075
H 6.57 4.03 -5.18  0.099
H 1.73 -1.58 2.78  0.107
O -13.86 2.32 -6.08  0.005
H -6.17 0.12 -0.23  0.079
C -0.01 0.01 2.10  -0.214
H 1.38 2.64 -4.64  0.096
P -2.02 -0.46 0.32  0.561
H -0.05 -2.79 4.56  0.073
H 0.09 4.54 -0.69  0.097
C 2.20 -0.53 -8.22  -0.035
H 10.57 1.78 -3.77  0.098
C 2.81 2.39 1.97  -0.166
C -5.77 -0.79 -0.73  -0.064
O -13.02 0.34 -5.80  0.010
H 1.28 4.29 4.94  0.084
O 0.44 -5.87 7.38  0.001
H 0.57 -0.24 1.18  0.106
O 7.94 2.16 -3.92  0.103
Br 7.57 -1.38 -0.23  0.708
H 2.85 3.63 -4.69  0.095
H -4.69 -1.31 1.15  0.122
H -1.53 -3.71 4.89  0.104
C -9.64 -2.93 -3.17  -0.613
O 7.28 1.94 1.65  0.179
H 5.25 -1.55 2.54  0.106
O 7.64 2.53 -6.13  0.014
H 0.29 -2.26 -3.01  0.083
C 4.05 -1.40 7.46  -0.151
H 0.91 0.64 3.99  0.121
H 7.24 2.10 -0.84  0.089
H 1.30 0.41 7.87  0.041
C 8.31 2.08 -5.07  -0.614
C -0.46 -3.79 4.74  -0.042
O -1.04 -6.19 5.69  0.135
C 0.57 3.67 -0.20  0.035
H 4.75 -1.95 6.80  0.030
O 0.18 -4.29 5.92  -0.008
H -1.74 -1.69 -1.91  0.109
B 6.14 1.93 0.86  -0.597
H -0.06 -0.93 2.68  0.094
H 9.74 0.20 -3.92  0.094
O -13.03 1.77 -4.04  0.120
H 6.57 -0.42 2.30  0.109
H -10.71 -0.72 -2.23  0.097
H 1.68 1.92 6.95  0.027
H 5.49 -2.51 0.58  0.089
C 6.40 3.16 -5.80  -0.039
O 2.60 0.75 -7.75  0.010
H -8.33 -5.01 -5.26  0.095
H 4.73 2.07 6.46  0.046
H -13.31 4.13 -5.23  0.097
C -12.39 -0.63 -4.96  -0.048
H 4.18 -1.50 4.65  0.102
C -0.22 -5.52 6.27  -0.615
H -0.94 -7.23 8.14  0.100
H 4.55 -1.02 8.37  0.045
C -13.28 1.50 -5.19  -0.614
O 2.53 4.96 0.30  0.168
C 5.59 -0.72 1.88  -0.124
H -7.72 -4.68 -3.63  0.097
C 10.26 0.99 -4.45  -0.041
O -0.90 -0.05 -0.83  -0.257
N 1.87 3.51 2.01  0.035
N 6.28 2.28 -0.54  0.193
O 2.29 -0.67 5.26  -0.243
H 0.36 -7.94 7.14  0.099
H 6.98 1.86 2.57  0.117
H 1.05 -1.41 -1.62  0.065
H 2.71 1.45 8.41  0.042
H 5.57 0.71 5.62  0.035
H -0.23 -4.42 3.88  0.103
H 0.82 -0.54 -3.17  0.063
O -8.69 -2.41 -2.63  0.114
C 4.60 1.23 5.75  -0.155
O 9.45 1.52 -5.50  0.012
H 1.11 -0.64 -8.16  0.099
C 0.86 1.03 2.94  -0.098
H -13.04 -0.88 -4.12  0.094
C 1.78 4.14 0.67  -0.424
C 4.51 0.40 1.93  -0.113
H 3.38 -2.09 2.40  0.129
H 0.71 -7.34 8.77  0.094

Summary:
Frontier orbital gap   7.76 eV
Net charge   +1
HOMO energy   -11.881 eV
Calculated total energy   -179496.1254 eV

Entry 2:
This record from the OMol25 dataset describes a molecular structure, C20H21CoN7. The level of theory is ωB97M-V/def2-TZVPD.

Each line ends with the Löwdin spin population.
Cartesian coordinates (Å):
C 2.79 0.98 -1.04  0.001
H 2.24 0.77 4.77  0.000
C 4.99 0.13 -0.94  0.000
H -0.62 2.77 -2.51  0.000
C 0.78 0.51 2.46  0.003
H 1.46 1.32 2.22  0.000
C -3.69 -2.00 -1.19  0.000
C 5.49 1.37 -1.39  0.000
H -0.43 3.80 -1.10  0.000
C -0.60 -1.16 2.31  0.004
N -1.78 -0.83 -0.84  -0.004
N 0.58 0.05 3.70  0.002
H 5.03 3.38 -2.02  0.000
N 0.09 -0.20 1.59  0.009
C 1.18 0.59 4.93  0.000
H -1.24 -1.89 1.85  0.001
C 1.08 2.31 -1.34  0.001
H -5.57 -2.99 -1.58  0.000
C -4.53 -3.09 -1.31  0.000
N 2.17 3.02 -1.66  0.001
C -3.95 -4.33 -1.07  0.000
N 1.40 1.08 -0.97  -0.006
C 3.29 2.20 -1.48  0.000
C -2.51 1.48 -1.33  0.003
H -4.56 -5.22 -1.16  0.000
H -4.78 -0.19 -1.63  0.000
Co -0.12 0.05 -0.34  0.962
C -2.75 0.01 -1.15  0.000
H 5.69 -0.67 -0.74  0.000
C -2.34 -2.11 -0.85  0.001
H 0.69 1.52 5.21  0.000
H 6.55 1.49 -1.53  0.000
H -2.48 1.70 -2.40  0.000
H -3.33 2.06 -0.91  0.000
H 2.18 3.97 -1.99  0.000
N -1.21 1.84 -0.71  0.019
C 4.65 2.43 -1.67  0.000
H 3.26 -1.04 -0.42  0.001
H -2.19 -5.45 -0.55  0.000
C -0.34 2.77 -1.46  0.003
H -0.61 -1.55 4.50  0.000
H -1.39 2.23 0.21  -0.001
C -1.77 -3.36 -0.61  0.000
C 3.64 -0.08 -0.76  0.001
H -0.73 -3.46 -0.35  0.001
C -2.60 -4.46 -0.72  0.000
H 1.06 -0.14 5.72  0.000
C -0.29 -1.01 3.63  0.000
N -3.90 -0.62 -1.37  0.000

Summary:
<S²>   0.806
Frontier orbital gap (alpha / beta)   7.71 / 8.29 eV
Net charge   +2
Spin multiplicity   2
HOMO energy (alpha / beta)   -14.430 / -14.411 eV
Calculated total energy   -69127.1839 eV

Entry 3:
This record from the OMol25 dataset describes a molecular structure, C9H18F9O12S6Zn2 in a non-equilibrium geometry. The level of theory is ωB97M-V/def2-TZVPD.

Each line ends with the Löwdin spin population.
Cartesian coordinates (Å):
O 2.14 -0.83 3.10  0.000
O -0.71 -0.09 0.68  0.005
H 2.88 -2.29 -3.18  0.000
F -0.38 1.67 4.43  0.000
H -0.48 -3.22 -3.13  0.000
O 0.93 1.15 -0.71  0.134
F -0.49 3.60 0.09  0.010
S -0.48 0.82 -0.50  0.025
H 3.56 0.00 -5.81  0.000
C -1.50 -3.00 -2.82  0.000
C -2.99 5.83 2.78  0.000
H -0.56 7.64 0.90  0.000
S 1.84 -3.57 1.57  0.000
C 1.89 -1.85 -3.31  0.003
C 0.72 1.21 3.84  0.000
F 1.79 1.76 4.43  0.000
F 3.23 -5.67 0.57  0.000
C -1.29 2.54 0.18  0.001
O 1.51 -4.22 2.87  0.000
H -1.66 -1.92 -2.80  0.000
O 3.09 -2.78 1.75  0.000
C 3.01 -0.85 -5.40  0.003
H 1.42 -2.56 -3.99  0.001
O -0.61 6.06 4.05  0.000
H 2.35 -1.19 -6.20  0.001
O 0.74 -2.64 1.21  0.000
H 0.38 6.30 1.64  0.000
F 0.64 1.69 2.59  0.001
C 2.11 -4.93 0.23  0.000
O -1.31 0.47 -1.69  0.003
H -3.49 6.03 3.73  0.000
S -1.70 -3.51 -1.01  0.000
H -0.97 5.89 0.73  0.000
Zn 2.47 2.18 -1.73  0.622
F 1.00 -5.61 0.21  0.000
H -4.12 -3.24 -1.64  0.000
O 2.53 0.72 -3.10  0.154
H -3.64 -4.98 -1.42  0.000
C -0.61 6.67 1.39  0.000
S -1.42 6.81 3.05  0.000
H -2.33 -3.35 -3.43  0.000
F -2.40 2.72 -0.54  0.000
H -3.90 -3.89 -0.05  0.000
S 1.86 -0.20 -4.14  0.033
H 1.47 -1.63 -2.33  0.000
F 2.25 -4.47 -0.98  0.000
F -1.53 2.43 1.48  0.000
H -2.81 4.76 2.64  0.000
H 3.81 -1.54 -5.13  0.000
H -3.76 6.08 2.05  0.000
S 0.90 -0.67 3.97  0.000
O -1.58 -2.22 -0.20  0.000
O 1.04 -1.09 5.38  0.000
Zn -1.11 -1.75 1.56  0.002
C -3.53 -3.96 -1.07  0.000
O -0.15 -1.31 3.20  0.000

Summary:
<S²>   0.751
Frontier orbital gap (alpha / beta)   7.57 / 6.33 eV
Spin multiplicity   2
HOMO energy (alpha / beta)   -8.459 / -8.459 eV
Calculated total energy   -220493.2759 eV